{"formula": "C22H20MnN7O", "method": "ωB97M-V/def2-TZVPD", "total_charge": 1, "spin_multiplicity": 2, "total_energy_ha": -2459.64252, "gap_ev": [9.025, 8.369], "species": ["Mn", "C", "C", "C", "C", "C", "C", "C", "N", "N", "C", "C", "C", "C", "C", "C", "N", "C", "C", "C", "C", "C", "C", "N", "H", "H", "H", "H", "H", "H", "H", "H", "H", "H", "H", "H", "H", "H", "H", "H", "H", "H", "H", "H", "O", "N", "C", "C", "N", "C", "N"], "positions_angstrom": [[0.2388, -0.2012, 0.2323], [-0.5528, 1.4142, -2.2628], [0.7377, 2.2145, -2.1244], [1.9463, 1.3657, -1.8418], [3.0454, 1.4019, -2.6868], [4.1674, 0.6465, -2.3939], [4.1716, -0.1188, -1.2409], [3.0386, -0.1159, -0.4529], [1.9354, 0.5941, -0.7426], [-1.1186, 1.0083, -0.9609], [-1.5261, 2.1755, -0.1464], [-0.5190, 2.5254, 0.9186], [-0.3577, 3.8191, 1.3866], [0.5453, 4.0518, 2.4115], [1.2565, 2.9855, 2.9415], [1.0472, 1.7267, 2.4116], [0.1799, 1.5033, 1.4191], [-2.2585, 0.1003, -1.1927], [-2.6914, -0.5278, 0.1030], [-3.9958, -0.9185, 0.3539], [-4.2892, -1.5141, 1.5695], [-3.2778, -1.6775, 2.5047], [-2.0040, -1.2545, 2.1787], [-1.7131, -0.7008, 0.9975], [-0.3592, 0.5034, -2.8313], [-1.2965, 2.0019, -2.8147], [0.6397, 2.9666, -1.3387], [0.9054, 2.7615, -3.0516], [3.0148, 2.0262, -3.5690], [5.0272, 0.6649, -3.0500], [5.0272, -0.7131, -0.9552], [2.9998, -0.7043, 0.4537], [-2.4650, 1.9338, 0.3567], [-1.7267, 3.0445, -0.7793], [-0.9274, 4.6293, 0.9512], [0.6932, 5.0540, 2.7908], [1.9662, 3.1239, 3.7440], [1.5802, 0.8596, 2.7799], [-1.9134, -0.6911, -1.8612], [-3.0930, 0.6166, -1.6811], [-4.7626, -0.7602, -0.3922], [-5.2973, -1.8394, 1.7887], [-3.4696, -2.1235, 3.4697], [-1.1810, -1.3566, 2.8733], [0.1516, -1.7183, -1.0899], [0.0864, -2.9910, -0.9596], [0.4610, -3.5632, 0.1673], [0.4005, -4.9806, 0.3146], [0.3496, -6.1157, 0.4786], [0.8786, -2.6643, 1.1876], [1.0260, -1.5867, 1.5756]]}

{"formula": "C34H68O33S3", "method": "ωB97M-V/def2-TZVPD", "total_charge": 0, "total_energy_ha": -5013.59186, "gap_ev": 10.576, "smiles": "O=S1(=O)OCCO1.O=S1(=O)OCCO1.O=S1(=O)OCCO1.CCOC(=O)OC.CCOC(=O)OC.CCOC(=O)OC.CCOC(=O)OC.CCOC(=O)OC.CCOC(=O)OC.CCOC(=O)OC", "species": ["O", "S", "O", "O", "C", "C", "O", "H", "H", "H", "H", "O", "S", "O", "O", "C", "C", "O", "H", "H", "H", "H", "O", "S", "O", "O", "C", "C", "O", "H", "H", "H", "H", "C", "C", "O", "C", "O", "O", "C", "H", "H", "H", "H", "H", "H", "H", "H", "C", "C", "O", "C", "O", "O", "C", "H", "H", "H", "H", "H", "H", "H", "H", "C", "C", "O", "C", "O", "O", "C", "H", "H", "H", "H", "H", "H", "H", "H", "C", "C", "O", "C", "O", "O", "C", "H", "H", "H", "H", "H", "H", "H", "H", "C", "C", "O", "C", "O", "O", "C", "H", "H", "H", "H", "H", "H", "H", "H", "C", "C", "O", "C", "O", "O", "C", "H", "H", "H", "H", "H", "H", "H", "H", "C", "C", "O", "C", "O", "O", "C", "H", "H", "H", "H", "H", "H", "H", "H"], "positions_angstrom": [[-12.5625, -22.1389, -12.6589], [-12.8405, -21.6756, -14.0260], [-11.7457, -21.6276, -15.0162], [-14.1442, -22.3390, -14.6591], [-15.2582, -21.4725, -14.7162], [-14.8888, -20.2680, -13.8188], [-13.5018, -20.1696, -13.9298], [-15.4360, -21.2299, -15.7639], [-16.1768, -21.9664, -14.3995], [-15.1127, -20.4569, -12.7688], [-15.1757, -19.2826, -14.1858], [0.2284, -21.9378, -10.2976], [-0.4044, -21.7442, -11.5878], [0.4506, -21.8167, -12.7708], [-1.7203, -22.7541, -11.7969], [-2.9065, -22.0900, -11.8199], [-2.5110, -20.6854, -12.3116], [-1.3936, -20.4492, -11.5801], [-3.6089, -22.6465, -12.4404], [-3.2774, -22.0570, -10.7955], [-3.1946, -19.8580, -12.1212], [-2.2045, -20.6789, -13.3576], [-0.7134, -16.5889, -15.1781], [-1.5706, -17.7993, -15.1091], [-1.0077, -19.1338, -15.0529], [-2.6572, -17.4852, -13.9018], [-3.6338, -16.5269, -14.3284], [-3.7802, -16.8122, -15.8379], [-2.8191, -17.8133, -16.1432], [-4.5678, -16.5569, -13.7672], [-3.3966, -15.4717, -14.1928], [-3.5070, -15.9362, -16.4261], [-4.7720, -17.1736, -16.1097], [-17.9381, -13.2185, -19.6604], [-17.1208, -13.6743, -18.5130], [-16.6826, -15.0160, -18.7211], [-16.1207, -15.5756, -17.5869], [-15.8524, -14.9693, -16.5182], [-16.0270, -16.8641, -17.7333], [-15.5296, -17.7160, -16.6873], [-17.4051, -13.5186, -20.5626], [-17.8575, -12.1316, -19.6785], [-18.9529, -13.6159, -19.6773], [-17.7024, -13.6338, -17.5920], [-16.2718, -12.9930, -18.4573], [-15.9706, -17.6244, -15.6947], [-14.4545, -17.6141, -16.5394], [-15.6182, -18.7606, -16.9856], [-11.3471, -17.7669, -15.0880], [-10.3118, -17.2110, -14.1466], [-9.1845, -17.9958, -14.2481], [-8.2870, -18.1904, -13.2624], [-8.5873, -17.9353, -12.0495], [-7.1083, -18.8184, -13.6734], [-6.1236, -19.2466, -12.7816], [-11.5900, -18.8001, -14.8399], [-10.9541, -17.7189, -16.1036], [-12.2782, -17.2021, -15.1343], [-10.8093, -17.2447, -13.1774], [-10.0676, -16.2121, -14.5081], [-5.2816, -19.5422, -13.4077], [-6.4641, -20.0897, -12.1806], [-5.8062, -18.4829, -12.0715], [-10.5438, -13.4403, -13.1038], [-10.1576, -12.0102, -13.2391], [-9.2460, -11.7469, -12.2033], [-8.2088, -10.8525, -12.3777], [-8.1003, -10.0356, -13.3022], [-7.4350, -10.9327, -11.3139], [-6.2331, -10.1060, -11.2444], [-9.9163, -14.1114, -13.6901], [-11.5992, -13.5961, -13.3274], [-10.4610, -13.9551, -12.1466], [-11.0394, -11.3940, -13.0635], [-9.7092, -11.7853, -14.2068], [-5.8408, -9.9634, -10.2375], [-6.5492, -9.1363, -11.6289], [-5.5004, -10.6554, -11.8356], [-11.8979, -17.7764, -9.2409], [-13.0191, -18.1235, -10.3056], [-13.0004, -17.2389, -11.4042], [-14.0512, -17.1427, -12.1243], [-15.1791, -17.6793, -12.0463], [-13.6930, -16.2249, -12.9687], [-14.6618, -15.5057, -13.6234], [-12.2142, -17.0730, -8.4706], [-10.9569, -17.4875, -9.7091], [-11.5300, -18.6736, -8.7433], [-14.0088, -18.0579, -9.8536], [-12.9874, -19.1515, -10.6668], [-14.1028, -14.8312, -14.2719], [-15.4885, -15.1893, -12.9873], [-15.2218, -16.0911, -14.3526], [-5.7405, -20.5956, -18.4735], [-4.7240, -20.0742, -17.4738], [-3.6100, -20.8793, -17.3435], [-3.2781, -21.4134, -16.1366], [-3.7870, -21.2483, -15.0388], [-2.1892, -22.0454, -16.4647], [-1.3344, -22.5125, -15.4804], [-6.3983, -19.7962, -18.8147], [-6.3778, -21.4008, -18.1079], [-5.2390, -20.9708, -19.3656], [-5.2343, -19.9037, -16.5259], [-4.3288, -19.1030, -17.7718], [-0.5802, -23.0444, -16.0605], [-1.7376, -23.2864, -14.8272], [-0.7850, -21.6610, -15.0788], [-13.2308, -9.6587, -18.6914], [-14.2102, -10.7365, -18.1325], [-13.5742, -11.9137, -17.9957], [-13.1091, -12.4520, -16.8745], [-13.4676, -12.1128, -15.7026], [-12.2585, -13.4768, -17.2408], [-11.5789, -14.2434, -16.2431], [-13.0367, -9.8484, -19.7470], [-12.2384, -9.5398, -18.2566], [-13.6638, -8.6612, -18.6154], [-15.0623, -10.8474, -18.8031], [-14.6240, -10.3266, -17.2112], [-11.2824, -15.2306, -16.5975], [-12.2590, -14.4117, -15.4081], [-10.6406, -13.7950, -15.9166], [-7.2395, -23.6417, -7.6225], [-6.6228, -23.5019, -8.9930], [-7.5836, -23.1708, -9.9964], [-7.3133, -22.9035, -11.2562], [-6.1947, -22.8891, -11.7813], [-8.3987, -22.4327, -11.8926], [-8.3943, -21.8805, -13.1219], [-6.4644, -23.6129, -6.8567], [-7.8515, -24.5183, -7.4103], [-7.9155, -22.8127, -7.4132], [-6.0516, -24.3776, -9.3011], [-5.9104, -22.6838, -8.8858], [-7.4894, -21.9597, -13.7244], [-8.6478, -20.8408, -12.9147], [-9.1542, -22.1513, -13.8550]]}

{"formula": "C29H53N8O", "method": "ωB97M-V/def2-TZVPD", "total_charge": -1, "total_energy_ha": -1649.96893, "gap_ev": 3.563, "species": ["N", "C", "C", "C", "N", "C", "C", "O", "H", "H", "H", "H", "H", "H", "H", "H", "H", "H", "H", "C", "C", "C", "C", "N", "H", "H", "H", "H", "H", "H", "H", "C", "C", "C", "C", "N", "H", "H", "H", "H", "H", "H", "H", "C", "C", "C", "C", "N", "H", "H", "H", "H", "H", "H", "H", "C", "C", "C", "C", "N", "H", "H", "H", "H", "H", "H", "H", "C", "C", "C", "C", "N", "H", "H", "H", "H", "H", "H", "H", "C", "C", "C", "C", "N", "H", "H", "H", "H", "H", "H", "H"], "positions_angstrom": [[-0.4657, -1.5929, -0.7762], [0.8819, -1.9655, -0.3099], [1.1402, -1.7447, 1.1723], [1.8341, -0.3937, 1.5625], [2.2540, 0.4364, 0.4651], [3.6256, 0.7879, 0.5746], [4.1347, 1.0182, -0.8228], [5.2568, 0.7754, -1.1752], [-1.1101, -1.3674, -0.0219], [-0.4436, -0.8658, -1.4736], [0.9722, -3.0486, -0.4778], [1.6463, -1.5201, -0.9363], [1.8044, -2.5451, 1.4915], [0.2152, -1.9099, 1.7267], [1.1403, 0.1643, 2.2329], [2.7127, -0.6364, 2.1915], [4.2665, -0.0123, 0.9980], [3.8362, 1.7325, 1.1618], [3.3751, 1.4067, -1.5318], [5.9117, 3.3112, -3.5235], [6.4337, 4.7224, -3.2754], [5.4864, 5.5735, -2.4247], [4.2239, 5.8445, -3.1084], [3.2350, 6.0621, -3.6494], [4.9836, 3.3221, -4.0982], [6.6443, 2.7330, -4.0871], [5.7275, 2.7910, -2.5829], [6.6213, 5.2195, -4.2308], [7.3935, 4.6553, -2.7588], [5.9648, 6.5274, -2.1924], [5.2883, 5.0784, -1.4721], [-4.8590, -2.4542, 2.1413], [-3.7264, -2.5622, 3.1580], [-3.0703, -1.2149, 3.4650], [-2.3830, -0.6564, 2.3042], [-1.8467, -0.2139, 1.3906], [-4.4962, -2.1093, 1.1721], [-5.3275, -3.4286, 1.9926], [-5.6290, -1.7588, 2.4831], [-2.9749, -3.2658, 2.7956], [-4.1240, -2.9730, 4.0903], [-2.3452, -1.3446, 4.2715], [-3.8185, -0.5030, 3.8211], [0.0008, -1.6664, 8.1656], [-1.0520, -2.7689, 8.1315], [-0.6140, -3.9882, 7.3156], [-0.4551, -3.6740, 5.8967], [-0.3236, -3.4270, 4.7831], [0.1901, -1.2644, 7.1693], [-0.3339, -0.8429, 8.7973], [0.9446, -2.0383, 8.5691], [-1.9856, -2.3685, 7.7308], [-1.2587, -3.0941, 9.1538], [-1.3595, -4.7794, 7.4166], [0.3236, -4.3859, 7.7086], [-0.0328, 4.9835, -4.7132], [-0.9307, 5.2161, -5.9223], [-1.8053, 6.4672, -5.7935], [-2.7821, 6.3491, -4.7130], [-3.5535, 6.2525, -3.8680], [-0.6182, 4.7999, -3.8104], [0.6027, 4.1140, -4.8770], [0.6159, 5.8409, -4.5318], [-1.5604, 4.3379, -6.0827], [-0.3056, 5.3249, -6.8114], [-2.3412, 6.6317, -6.7306], [-1.1825, 7.3480, -5.6267], [-0.5481, -7.1080, -0.5624], [0.7989, -7.3384, -1.2378], [1.9697, -7.3383, -0.2513], [2.1585, -6.0312, 0.3746], [2.3089, -5.0031, 0.8622], [-0.5949, -6.1233, -0.0950], [-1.3538, -7.1654, -1.2949], [-0.7356, -7.8626, 0.2054], [0.9562, -6.5756, -2.0022], [0.7793, -8.3038, -1.7503], [2.8870, -7.6104, -0.7772], [1.8119, -8.0944, 0.5206], [-5.2150, 3.4265, -2.2209], [-3.8195, 3.0543, -1.7324], [-3.4129, 1.6235, -2.0934], [-4.2395, 0.6241, -1.4232], [-4.8929, -0.1590, -0.8948], [-5.9817, 2.8110, -1.7451], [-5.4284, 4.4685, -1.9829], [-5.2987, 3.3052, -3.3030], [-3.7645, 3.1943, -0.6515], [-3.0964, 3.7397, -2.1784], [-2.3713, 1.4594, -1.8077], [-3.4720, 1.4771, -3.1740]]}

{"formula": "C22H52BBrIO9P", "method": "ωB97M-V/def2-TZVPD", "total_charge": 0, "total_energy_ha": -4784.45469, "gap_ev": 8.021, "smiles": "CCC(=O)OCCB(CC(=O)I)P(O)Br.CC(C)O.CC(C)O.CC(C)O.CC(C)O.CC(C)O", "species": ["C", "C", "C", "O", "O", "C", "C", "B", "C", "C", "O", "I", "P", "O", "Br", "H", "H", "H", "H", "H", "H", "H", "H", "H", "H", "H", "H", "C", "C", "C", "O", "H", "H", "H", "H", "H", "H", "H", "H", "C", "C", "C", "O", "H", "H", "H", "H", "H", "H", "H", "H", "C", "C", "C", "O", "H", "H", "H", "H", "H", "H", "H", "H", "C", "C", "C", "O", "H", "H", "H", "H", "H", "H", "H", "H", "C", "C", "C", "O", "H", "H", "H", "H", "H", "H", "H", "H"], "positions_angstrom": [[0.5282, -1.4918, 0.9787], [1.9459, -2.1667, 1.3572], [2.7689, -1.2222, 2.3397], [2.8815, -1.5894, 3.5400], [3.4350, -0.0174, 1.9757], [2.6487, 1.1611, 2.2837], [3.0061, 2.2478, 1.1229], [2.3364, 1.7689, -0.2998], [2.9662, 0.5491, -1.1708], [2.4676, 0.4838, -2.6875], [2.9182, 1.1667, -3.6254], [0.8641, -0.9575, -3.1106], [0.7410, 2.6497, -0.9594], [-0.4965, 1.4629, -0.9009], [0.1132, 4.3107, 0.4460], [0.2016, -1.7496, -0.0941], [-0.2506, -1.8580, 1.7272], [0.6110, -0.3513, 1.0125], [2.6021, -2.3648, 0.4358], [1.8080, -3.1880, 1.8621], [2.9673, 1.6716, 3.2686], [1.5270, 0.9769, 2.3742], [2.7072, 3.3086, 1.4071], [4.1570, 2.2360, 1.0613], [4.1095, 0.6457, -1.0942], [2.7126, -0.4536, -0.6556], [-0.6571, 1.2290, 0.0433], [0.6214, 3.1624, -5.2965], [-0.0096, 2.1983, -6.2886], [-0.0152, 2.7756, -7.6956], [-1.3489, 1.9142, -5.8876], [0.0593, 4.1014, -5.2536], [0.6081, 2.7393, -4.2886], [1.6560, 3.3871, -5.5674], [0.5394, 1.2527, -6.2817], [-0.5989, 3.7010, -7.7355], [-0.4816, 2.0770, -8.3954], [1.0004, 2.9888, -8.0390], [-1.8428, 2.7445, -5.8904], [-3.5383, -5.1888, 1.0117], [-3.1174, -3.7802, 1.3993], [-3.7903, -2.7389, 0.5182], [-1.7001, -3.6584, 1.2795], [-3.2516, -5.4122, -0.0211], [-3.0384, -5.9267, 1.6452], [-4.6186, -5.3184, 1.1093], [-3.3723, -3.5956, 2.4468], [-3.5124, -2.8768, -0.5317], [-3.4697, -1.7320, 0.8003], [-4.8781, -2.7953, 0.6007], [-1.4644, -3.8201, 0.3564], [-8.8171, -3.9011, 2.7390], [-7.7730, -4.8861, 2.2374], [-7.1153, -5.6298, 3.3894], [-6.7765, -4.1845, 1.4951], [-8.3614, -3.1458, 3.3875], [-9.2732, -3.3659, 1.9021], [-9.6049, -4.4116, 3.2986], [-8.2407, -5.6025, 1.5568], [-6.6010, -4.9339, 4.0603], [-6.3594, -6.3258, 3.0156], [-7.8522, -6.1919, 3.9685], [-6.3563, -3.5475, 2.0884], [7.3377, -2.5736, 4.4833], [6.7003, -3.5308, 3.4882], [6.7038, -2.9505, 2.0822], [5.3594, -3.8035, 3.8848], [6.7841, -1.6301, 4.5263], [7.3181, -2.9981, 5.4904], [8.3752, -2.3575, 4.2148], [7.2409, -4.4814, 3.4948], [6.1283, -2.0196, 2.0430], [6.2329, -3.6437, 1.3797], [7.7222, -2.7455, 1.7416], [4.8717, -2.9669, 3.8820], [-0.9432, 7.9739, -2.5820], [-0.2020, 8.4725, -1.3512], [1.3024, 8.3171, -1.5102], [-0.6361, 7.7407, -0.2075], [-0.7487, 6.9096, -2.7500], [-2.0230, 8.0811, -2.4493], [-0.6437, 8.5284, -3.4752], [-0.4463, 9.5239, -1.1762], [1.5741, 7.2645, -1.6414], [1.8214, 8.6685, -0.6145], [1.6692, 8.8818, -2.3713], [-0.4240, 6.8089, -0.3534]]}